{"formula": "C53H126F2N8O10S2", "method": "wB97M-V/def2-TZVPD", "total_charge": 6, "max_force_ev_per_a": 5.06, "e_tot_ev": -116446.99308, "elements": ["H", "H", "O", "C", "H", "H", "H", "H", "O", "C", "O", "H", "H", "H", "H", "C", "H", "H", "H", "H", "H", "H", "F", "H", "H", "H", "H", "H", "H", "H", "H", "H", "H", "H", "H", "H", "H", "C", "C", "C", "H", "H", "H", "H", "O", "C", "H", "H", "C", "C", "H", "H", "C", "H", "H", "H", "N", "H", "C", "H", "H", "H", "C", "H", "H", "H", "C", "C", "C", "H", "N", "H", "H", "C", "H", "H", "C", "H", "H", "H", "H", "C", "H", "H", "H", "H", "H", "H", "C", "H", "C", "C", "O", "H", "H", "H", "H", "H", "H", "H", "O", "C", "H", "H", "C", "C", "H", "H", "C", "N", "C", "C", "C", "H", "H", "C", "N", "H", "F", "C", "H", "C", "C", "H", "H", "H", "C", "N", "H", "H", "C", "H", "H", "H", "C", "H", "H", "H", "H", "H", "C", "H", "O", "O", "H", "H", "H", "H", "H", "H", "C", "H", "C", "O", "C", "H", "H", "S", "H", "H", "N", "H", "C", "C", "C", "H", "C", "H", "H", "C", "C", "N", "H", "H", "H", "S", "H", "H", "H", "H", "C", "C", "C", "H", "H", "H", "C", "C", "C", "H", "H", "C", "H", "C", "H", "H", "H", "N", "H", "H", "O"], "coordinates": [[23.59, 8.25, 16.33], [12.99, 11.13, 10.85], [26.23, 15.20, 20.62], [9.34, 11.71, 7.61], [15.67, 22.25, 18.00], [27.34, 15.43, 16.75], [8.92, 22.06, 13.47], [18.76, 16.91, 21.68], [16.84, 12.46, 16.46], [27.64, 14.39, 16.84], [19.26, 14.89, 15.08], [27.84, 12.87, 22.30], [12.03, 23.36, 16.31], [18.08, 11.96, 22.44], [12.45, 11.70, 19.88], [11.01, 9.98, 17.24], [16.79, 14.45, 25.40], [17.49, 17.80, 22.51], [17.12, 16.30, 21.50], [20.71, 13.24, 12.11], [10.50, 8.82, 19.58], [12.37, 11.16, 16.07], [16.34, 12.53, 14.16], [13.25, 9.61, 19.81], [22.74, 9.69, 13.17], [27.41, 12.45, 18.45], [20.08, 16.29, 23.56], [28.26, 14.16, 15.99], [8.58, 23.89, 15.23], [15.79, 15.90, 23.87], [14.67, 8.70, 18.02], [20.42, 18.08, 12.50], [10.56, 12.65, 17.63], [11.35, 22.92, 18.53], [20.81, 11.85, 14.56], [21.97, 10.00, 15.71], [12.77, 13.03, 9.28], [10.58, 13.78, 8.12], [11.95, 23.79, 18.34], [12.82, 9.36, 18.83], [14.59, 11.41, 10.29], [19.92, 19.00, 11.10], [25.82, 14.26, 22.51], [7.56, 11.58, 8.74], [13.72, 22.65, 17.26], [16.73, 16.24, 24.28], [14.32, 10.40, 17.84], [26.93, 12.68, 20.94], [23.45, 8.53, 15.29], [29.15, 12.75, 19.72], [18.25, 18.09, 13.46], [16.57, 12.07, 21.38], [11.39, 14.20, 19.02], [11.63, 9.86, 15.16], [29.00, 11.74, 20.21], [19.05, 8.84, 13.66], [16.65, 14.73, 15.22], [21.48, 20.30, 12.58], [10.92, 12.76, 18.63], [15.58, 16.99, 11.60], [17.79, 19.54, 12.82], [9.68, 23.28, 17.35], [12.03, 10.09, 16.16], [10.64, 8.88, 17.38], [21.74, 8.26, 13.19], [12.06, 14.61, 18.22], [17.80, 16.78, 22.23], [22.09, 9.16, 15.06], [10.71, 9.91, 19.69], [9.55, 10.66, 7.35], [10.68, 12.31, 7.64], [15.31, 21.48, 16.44], [14.11, 24.16, 18.59], [20.98, 11.67, 13.52], [9.98, 24.57, 14.57], [10.07, 12.46, 19.25], [8.56, 13.29, 9.44], [22.03, 11.82, 13.22], [11.93, 24.95, 16.56], [24.96, 16.63, 19.86], [19.92, 9.30, 11.42], [12.08, 11.76, 18.86], [29.34, 14.13, 21.25], [12.92, 11.90, 18.17], [19.22, 12.83, 13.01], [13.85, 17.26, 13.59], [15.32, 16.45, 14.47], [19.53, 9.92, 14.96], [9.64, 23.77, 15.25], [18.65, 10.58, 13.56], [19.86, 18.95, 12.20], [13.89, 9.42, 17.78], [18.12, 15.47, 17.14], [11.89, 14.13, 19.99], [16.36, 14.43, 21.90], [10.42, 21.13, 13.52], [24.42, 15.63, 21.28], [20.74, 23.14, 12.82], [11.64, 24.67, 18.94], [30.20, 12.93, 19.58], [15.76, 18.09, 13.28], [16.82, 15.52, 25.59], [17.20, 18.59, 10.70], [11.36, 11.42, 5.74], [20.13, 12.43, 12.57], [20.49, 10.14, 11.74], [18.02, 12.98, 20.86], [10.58, 13.25, 10.14], [19.70, 11.40, 11.48], [20.69, 10.16, 13.21], [21.82, 9.29, 13.60], [19.39, 9.86, 13.89], [10.03, 24.09, 16.70], [10.47, 22.83, 12.94], [14.54, 20.86, 17.89], [27.47, 13.44, 21.47], [11.64, 10.29, 18.64], [10.34, 12.94, 5.71], [17.82, 16.76, 15.24], [13.28, 9.19, 16.37], [10.15, 10.60, 17.01], [9.93, 13.87, 9.49], [18.13, 15.94, 26.34], [11.01, 11.08, 9.38], [12.33, 8.36, 18.84], [21.13, 22.03, 11.44], [19.37, 15.70, 25.52], [11.53, 24.08, 16.86], [19.57, 14.64, 25.34], [23.70, 7.64, 14.67], [14.82, 17.39, 14.12], [13.54, 12.10, 7.93], [14.63, 18.06, 15.00], [9.81, 10.52, 19.54], [14.90, 21.74, 17.41], [18.65, 11.18, 11.47], [27.18, 15.33, 22.51], [12.97, 8.14, 16.36], [18.12, 15.28, 27.20], [16.68, 16.33, 12.82], [19.25, 16.47, 24.27], [8.90, 11.15, 9.76], [14.67, 13.35, 15.78], [28.37, 14.22, 18.03], [25.55, 16.93, 21.56], [15.98, 15.68, 26.22], [28.95, 12.29, 17.63], [13.59, 10.06, 9.58], [12.02, 13.03, 6.12], [18.10, 17.00, 26.67], [18.26, 14.52, 23.06], [9.99, 14.86, 9.83], [13.43, 23.34, 18.48], [19.57, 21.29, 12.54], [20.32, 22.51, 12.04], [20.03, 11.74, 10.46], [20.28, 16.05, 26.01], [16.10, 13.24, 15.53], [8.77, 12.13, 6.76], [10.60, 14.90, 19.13], [18.02, 15.96, 23.46], [21.38, 8.42, 15.48], [8.58, 11.85, 8.94], [17.45, 17.93, 11.52], [17.00, 13.82, 22.58], [18.99, 14.55, 22.25], [26.65, 14.63, 21.87], [16.39, 13.54, 23.43], [19.60, 22.98, 11.41], [12.94, 12.02, 8.87], [11.15, 12.38, 6.24], [18.31, 18.68, 12.55], [28.34, 14.62, 20.01], [11.61, 14.17, 8.12], [19.09, 17.56, 24.30], [18.10, 15.22, 15.76], [10.03, 14.35, 7.30], [18.07, 17.08, 11.17], [21.45, 10.17, 11.31], [9.62, 25.03, 17.20], [28.42, 12.84, 18.45], [17.46, 12.60, 21.75], [25.20, 16.18, 20.82], [26.80, 13.74, 16.85], [16.62, 17.34, 24.32], [8.08, 13.38, 10.44], [20.44, 20.20, 12.95], [10.02, 22.13, 13.62], [13.55, 11.12, 9.93], [24.22, 9.28, 15.05], [18.68, 13.86, 23.84], [16.32, 17.23, 12.35], [7.85, 13.87, 8.84], [11.54, 11.42, 8.49], [11.70, 10.57, 7.81], [11.18, 10.04, 20.69], [14.02, 9.37, 15.58], [28.61, 13.83, 20.62], [20.48, 20.05, 14.01], [13.39, 22.77, 19.42], [10.21, 22.53, 15.00]]}

***

{"formula": "C53H129Br3N4O4", "method": "wB97M-V/def2-TZVPD", "max_force_ev_per_a": 2.45, "e_tot_ev": -281327.54443, "elements": ["C", "H", "H", "H", "H", "H", "N", "H", "C", "H", "H", "H", "H", "H", "H", "H", "C", "H", "C", "H", "H", "C", "H", "C", "C", "H", "C", "H", "C", "H", "H", "H", "O", "H", "C", "H", "H", "H", "H", "H", "Br", "H", "H", "H", "H", "C", "C", "H", "H", "H", "H", "C", "C", "H", "H", "C", "H", "H", "Br", "H", "C", "H", "H", "C", "H", "C", "H", "H", "H", "H", "H", "H", "H", "C", "H", "H", "H", "H", "H", "C", "C", "H", "H", "H", "H", "C", "H", "H", "C", "H", "H", "H", "H", "H", "H", "C", "H", "H", "H", "H", "C", "H", "H", "C", "H", "H", "H", "C", "H", "H", "H", "H", "H", "H", "H", "C", "H", "H", "H", "C", "O", "C", "C", "C", "H", "C", "H", "H", "H", "C", "H", "H", "C", "H", "C", "H", "H", "C", "H", "C", "C", "H", "H", "H", "C", "H", "H", "H", "H", "Br", "O", "H", "H", "O", "H", "H", "C", "C", "H", "H", "C", "C", "C", "H", "C", "C", "C", "H", "H", "H", "C", "H", "H", "H", "N", "H", "H", "N", "H", "N", "H", "C", "H", "C", "H", "H", "H", "H", "C", "H", "C", "H", "H"], "coordinates": [[-7.75, -1.16, -1.77], [3.22, -5.32, -4.94], [-3.61, -0.80, -4.19], [5.71, 2.85, 2.16], [1.31, 3.95, 7.54], [4.90, -1.84, 3.43], [-0.34, -1.26, -0.39], [3.08, -6.94, -1.37], [1.97, -2.45, -4.32], [1.35, 4.69, 3.06], [1.78, -4.14, -7.37], [-1.69, -3.11, -3.50], [3.54, 4.86, 4.18], [-1.45, -3.59, 2.72], [-2.84, 0.95, 11.12], [-2.21, 0.66, 9.49], [-2.80, -4.35, 1.14], [-4.71, -1.34, -8.94], [0.43, 3.36, 7.21], [8.26, 3.11, 5.22], [2.54, -2.93, -3.53], [2.43, -6.11, -1.15], [4.11, -5.04, -6.47], [-4.15, -1.47, -6.78], [-0.14, 2.36, 8.18], [4.21, 5.59, 2.68], [0.02, 6.07, -0.21], [5.19, -0.59, -7.48], [5.33, -0.34, -2.83], [4.61, -1.13, -5.27], [-4.11, 1.93, 3.86], [4.96, -2.04, 1.67], [0.83, 5.17, 0.53], [7.54, 4.32, 4.05], [0.89, 2.81, 5.84], [-0.25, 4.21, 7.08], [-2.69, 3.39, 5.42], [5.35, -2.42, -3.20], [2.93, 6.42, 3.70], [3.17, 3.71, 1.05], [3.48, -4.49, -1.41], [-1.18, 2.77, 11.43], [-3.11, 2.14, 9.88], [1.59, 6.70, 1.69], [0.05, 2.02, 3.08], [2.23, 4.85, 2.43], [-6.89, 0.02, -2.23], [-8.68, -1.21, -2.33], [-7.43, 0.91, -1.91], [-5.34, 3.07, 1.55], [-3.15, -5.33, 0.82], [1.34, -3.42, -5.35], [-4.57, 4.75, 0.59], [7.55, -0.69, -5.58], [-1.06, 2.01, 7.69], [-4.36, 2.95, 4.16], [-4.70, -0.51, -2.01], [1.36, 3.60, 5.26], [1.88, -6.24, 0.68], [2.75, 5.81, 0.54], [6.31, 2.04, 2.58], [0.23, -1.15, -4.44], [0.48, -1.88, 1.36], [6.36, -0.50, 2.43], [0.39, 1.41, 8.29], [-4.15, 2.31, 6.62], [6.76, 1.58, -7.82], [-0.71, -2.22, -0.35], [8.11, 0.45, -8.06], [6.87, 1.43, 4.62], [-3.24, -0.89, -6.98], [-1.47, -5.34, 2.57], [0.67, 6.77, -0.75], [5.63, -1.47, -5.08], [-6.32, -2.75, 2.82], [2.61, -1.75, -4.87], [-6.18, 0.58, -4.13], [-4.84, -2.65, -5.08], [-5.92, 4.54, 2.31], [0.79, -1.18, 0.57], [-3.92, -2.41, -5.60], [-3.86, 2.62, 7.62], [0.76, -4.23, -4.91], [2.50, -0.64, -0.74], [-4.46, -3.37, 0.16], [-0.71, 1.68, 2.36], [1.43, -0.63, -3.32], [-5.24, 1.15, -2.18], [-4.04, 3.92, 3.04], [6.41, 0.59, -5.54], [7.06, -0.58, 1.60], [-7.74, 0.08, -4.11], [-5.23, 2.13, 6.64], [-4.56, 5.84, 0.71], [-4.15, 4.28, 5.82], [-2.54, -2.44, -3.37], [3.00, -3.15, -6.67], [5.72, -2.39, -5.66], [1.91, 3.02, 1.62], [-0.93, -4.37, 0.25], [-4.55, -2.08, -8.16], [6.88, 0.52, -9.19], [5.41, 0.60, -3.37], [6.27, -0.51, -7.36], [-5.21, 4.51, -0.26], [-7.29, -2.15, -1.86], [-3.34, 0.38, -0.33], [-2.09, -4.45, 2.47], [4.58, 0.78, 2.90], [-2.25, -1.13, -5.13], [8.51, 2.99, 3.50], [-5.31, -3.95, -7.58], [0.25, 3.64, 9.82], [1.59, 0.45, 1.74], [-0.63, 5.51, -0.87], [6.51, -0.46, -5.84], [-1.12, -0.74, 0.00], [0.05, 2.43, 5.25], [-3.64, 1.37, 6.39], [-5.04, 4.07, 1.88], [-0.54, 0.36, 1.90], [5.87, -1.55, -3.58], [3.33, 5.48, 3.32], [0.68, 0.22, 1.18], [5.70, 2.77, 4.49], [-5.48, 0.20, -1.69], [6.62, -1.48, -7.74], [6.93, -1.59, -3.30], [0.38, -1.94, -2.84], [7.02, 0.56, -8.10], [4.24, -0.46, -2.74], [-3.64, -2.66, -8.38], [5.49, 0.76, 2.29], [-3.33, -3.24, -5.99], [2.45, -6.49, -6.45], [-5.46, 2.99, 4.25], [3.07, -7.34, -6.14], [-4.23, 0.77, 0.19], [6.20, -2.64, 2.60], [3.13, -5.17, -6.02], [-1.06, 2.09, 10.58], [6.96, -0.37, 3.33], [-7.87, -1.06, -0.69], [-6.44, -2.90, 1.07], [-2.38, 1.42, 10.25], [-3.40, -2.94, -2.92], [-1.38, 3.78, 9.23], [-3.07, 3.75, 2.53], [-4.24, 1.85, 0.07], [0.97, -6.20, -2.45], [-5.44, 0.20, -0.28], [-0.57, 6.67, 0.49], [2.85, -1.55, 0.69], [-4.95, -4.03, 2.03], [-2.83, -4.46, 3.27], [-3.57, 4.45, 0.27], [1.90, 5.74, 1.24], [0.92, -1.53, -3.68], [2.38, -6.57, -7.54], [5.13, 0.79, 1.26], [-5.73, -3.06, -8.06], [-6.25, -3.46, 1.99], [2.11, -1.45, -0.11], [1.47, -6.55, -5.98], [2.29, -3.95, -6.42], [-0.61, 3.05, 9.48], [-3.77, 3.30, 5.52], [-1.67, 1.87, 2.82], [-4.14, 0.45, 1.23], [-0.53, 2.34, 1.50], [-3.04, -1.65, -4.58], [-3.85, 4.88, 3.53], [5.64, -0.36, -1.78], [0.58, -2.78, -5.81], [2.73, 3.54, 1.95], [0.66, 0.98, 0.39], [-6.00, -3.46, -9.04], [-6.83, -0.08, -3.70], [-6.92, -4.30, 2.15], [-1.82, -3.89, 0.14], [-6.56, -2.75, -7.44], [7.78, 3.28, 4.26], [7.27, 1.96, 2.06], [6.59, 2.32, 4.05], [-2.03, -4.09, -0.83], [-3.77, -2.36, 1.31], [2.12, -2.33, -0.76], [-0.19, 1.47, 10.81], [-4.01, -3.42, 1.17], [1.53, 1.93, 5.92], [5.54, -1.77, 2.55], [-2.18, -1.70, -2.64], [-4.83, -0.63, -6.58]]}

***

{"formula": "C53H29Cl4N8O2S2Ta", "method": "wB97M-V/def2-TZVPD", "max_force_ev_per_a": 0.57, "e_tot_ev": -144765.79848, "e_above_lowest_kj_mol": 6.8, "elements": ["Cl", "H", "C", "O", "C", "C", "H", "H", "H", "C", "Cl", "H", "C", "C", "C", "H", "C", "C", "C", "C", "C", "H", "C", "S", "Cl", "H", "C", "N", "H", "C", "C", "C", "C", "C", "C", "H", "H", "C", "H", "O", "C", "Ta", "C", "C", "C", "N", "H", "S", "H", "C", "C", "N", "C", "H", "C", "C", "C", "H", "C", "H", "C", "H", "H", "C", "C", "H", "C", "N", "N", "C", "H", "Cl", "N", "C", "C", "N", "H", "C", "N", "C", "C", "C", "H", "C", "H", "C", "C", "H", "C", "C", "C", "H", "C", "H", "C", "H", "H", "C", "C"], "coordinates": [[7.71, -2.52, -4.68], [-4.54, 2.23, 1.53], [4.41, 4.68, 4.40], [-3.30, -0.39, -2.01], [-3.63, -2.20, 0.44], [0.43, -3.79, -1.88], [5.24, 0.09, -0.52], [6.00, -0.26, -4.55], [-4.84, -1.02, 1.83], [-0.91, 3.21, -0.11], [5.37, 5.83, 5.29], [4.74, 3.12, 5.84], [-3.42, -5.16, -3.21], [2.94, -1.33, -1.27], [1.69, -3.32, -2.07], [4.03, 0.22, -3.12], [4.12, -1.67, -2.10], [2.66, 1.14, 1.23], [-5.11, 1.02, 5.16], [-3.92, -1.20, 1.30], [-2.32, -0.22, -2.71], [1.01, 0.44, -6.04], [4.26, 3.39, 4.91], [0.66, 2.66, -0.56], [-4.69, -7.53, -3.04], [-1.94, 2.48, 4.34], [-1.23, 0.07, -4.87], [0.57, -1.75, -0.80], [0.66, 3.17, 4.28], [-2.73, -0.42, 1.43], [3.50, 2.48, 4.20], [5.66, -0.99, -3.83], [-1.18, 4.43, 0.45], [3.06, 4.14, 2.51], [5.92, -3.13, -2.76], [-5.27, 0.70, 6.18], [-4.28, -2.99, 0.10], [-1.37, 1.19, 2.62], [-3.27, -0.05, 4.92], [1.07, 0.46, -2.24], [0.73, 1.76, 2.56], [-0.09, 0.27, -0.20], [-6.01, 1.87, 4.54], [-4.72, 1.88, 2.54], [-3.99, 0.61, 4.45], [-3.55, 4.98, 1.29], [2.49, -3.79, -2.62], [-2.06, 1.96, -0.35], [0.01, -4.72, -2.22], [-1.17, 2.13, 3.68], [-2.36, -4.08, -1.33], [-0.21, 0.97, 1.92], [-5.83, 2.30, 3.24], [1.47, 1.67, -4.84], [4.29, 0.34, -0.06], [3.82, 5.06, 3.21], [4.56, -0.73, -3.03], [2.01, -0.01, -4.64], [-2.27, -2.03, 0.04], [3.93, 6.07, 2.85], [-2.49, 4.74, 0.90], [3.37, 1.48, 4.58], [-3.70, -5.17, -4.26], [1.19, 0.62, -4.99], [2.06, 1.88, 2.24], [-2.41, -3.27, -3.31], [-0.13, 5.36, 0.68], [0.73, 6.10, 0.89], [2.02, 0.25, 0.39], [-3.79, 1.03, 3.14], [-6.54, 2.98, 2.79], [-7.41, 2.40, 5.43], [-1.72, -0.90, 0.63], [-2.60, 0.59, 2.37], [4.06, 1.20, 0.96], [-0.02, 0.30, -4.25], [-3.29, -0.36, -4.67], [0.13, 2.48, 3.64], [-1.05, -0.04, -2.16], [-2.34, -0.19, -4.17], [-2.70, -4.10, -2.68], [0.02, 0.25, -2.90], [4.76, 1.80, 1.50], [-3.46, -6.21, -1.04], [6.46, -4.06, -2.65], [-3.79, -6.21, -2.38], [-1.61, -2.92, -0.78], [-3.76, -7.04, -0.41], [-0.26, -2.81, -1.11], [4.81, -2.86, -1.96], [1.77, -2.08, -1.38], [-2.48, -5.14, 0.53], [-2.75, -5.14, -0.52], [-1.21, 0.13, -5.95], [6.33, -2.19, -3.69], [4.51, -3.58, -1.22], [2.57, 4.43, 1.59], [3.04, -0.26, -0.40], [2.90, 2.84, 3.00]]}